Computed, not measured: a structure of composition C33H41CdN7S2 in a non-equilibrium geometry, with the ωB97M-V functional and the def2-TZVPD basis.

Geometry as ORCA input:
```
! RIJCOSX wB97M-V def2-TZVPD def2/J DEFGRID3
* xyz 0 1
Cd -0.18 -0.42 0.18
C -4.46 0.09 3.23
S -2.96 -0.55 3.98
C -2.03 -1.21 2.63
S -2.60 -1.28 1.00
N -0.88 -1.64 3.05
N -0.03 -1.94 2.02
C 0.66 -2.99 2.07
C 1.60 -3.33 0.97
C 2.47 -4.40 1.09
C 3.34 -4.68 0.05
C 3.31 -3.89 -1.08
C 2.39 -2.85 -1.13
N 1.55 -2.58 -0.14
H -5.30 -0.57 3.42
H -4.66 1.08 3.65
H -4.30 0.19 2.15
H 0.58 -3.67 2.93
H 2.47 -4.98 2.00
H 4.03 -5.52 0.13
H 3.96 -4.08 -1.92
H 2.32 -2.21 -2.00
C -1.06 -2.71 -2.08
N -0.90 -1.26 -2.14
C -2.16 -0.63 -2.54
C 0.19 -0.83 -3.00
C 0.35 -1.39 -4.27
C 1.38 -1.01 -5.12
C 2.28 -0.04 -4.67
C 2.14 0.53 -3.41
C 1.08 0.17 -2.54
N 0.96 0.65 -1.27
C 1.50 1.85 -0.85
C 1.57 3.00 -1.65
C 2.08 4.19 -1.17
C 2.54 4.28 0.14
C 2.46 3.16 0.96
C 1.92 1.97 0.49
N 1.85 0.79 1.34
C 1.44 1.06 2.72
C 3.12 0.07 1.29
H -1.43 -3.14 -3.03
H -1.79 -2.95 -1.30
H -0.12 -3.19 -1.83
H -2.48 -0.97 -3.53
H -2.03 0.45 -2.56
H -2.94 -0.87 -1.81
H -0.36 -2.14 -4.60
H 1.48 -1.45 -6.10
H 3.10 0.26 -5.30
H 2.86 1.26 -3.07
H 1.20 2.94 -2.67
H 2.11 5.06 -1.81
H 2.96 5.21 0.52
H 2.83 3.22 1.98
H 2.15 1.71 3.26
H 1.38 0.12 3.25
H 0.45 1.51 2.70
H 3.94 0.67 1.73
H 3.37 -0.15 0.25
H 3.04 -0.86 1.84
C -2.61 4.72 3.03
N -1.33 4.04 3.36
C -1.57 2.64 3.85
C -0.36 4.07 2.18
C -1.03 3.59 0.95
C -1.34 4.54 -0.03
C -2.06 4.16 -1.16
C -2.50 2.84 -1.24
C -2.19 1.94 -0.22
C -1.40 2.23 0.90
H -3.23 4.75 3.92
H -3.10 4.15 2.24
H -2.40 5.72 2.67
H -0.88 4.56 4.10
H -1.71 2.01 3.00
H -2.43 2.64 4.51
H -0.68 2.31 4.39
H 0.48 3.45 2.50
H -0.04 5.11 2.10
H -1.01 5.57 0.08
H -2.28 4.88 -1.94
H -3.09 2.52 -2.09
H -2.61 0.94 -0.30
*
```

The calculation puts the HOMO-LUMO gap at 6.285 eV. For the total energy, the calculation gives -71549.16661 eV. For the energy above the lowest of the compared OMol25 structures with the same formula, charge and spin, the calculation gives 102.3 kJ/mol. The max |F| comes out at 1.13 eV/A.

Calculated atomic charges, method Mulliken, unit e: 2.928 -0.588 -0.141 0.435 -0.567 -1.666 1.169 -1.344 0.883 -0.829 -0.527 -0.879 -0.298 0.372 0.321 0.273 0.103 0.323 0.468 0.405 0.482 0.198 -1.272 1.104 -1.432 -0.772 -0.365 -1.075 -0.788 -0.528 -0.284 1.136 -0.334 0.071 -1.000 -0.983 -0.535 -0.268 1.106 -1.584 -1.435 0.399 0.302 0.406 0.375 0.259 0.403 0.324 0.387 0.395 0.458 0.577 0.387 0.435 0.412 0.314 0.454 0.444 0.332 0.229 0.398 -0.876 0.099 -0.237 -2.017 1.350 -0.241 -1.373 -0.655 -1.143 1.237 0.345 0.360 0.358 0.363 -0.387 0.454 0.218 0.204 0.402 0.361 0.376 0.470 0.356

=====

Computed, not measured: a structure of composition C23H37Br2CaCl2FIMg2N3O15P2S2 in a non-equilibrium geometry, with the ωB97M-V functional and the def2-TZVPD basis.

Geometry as ORCA input:
```
! RIJCOSX wB97M-V def2-TZVPD def2/J DEFGRID3
* xyz 2 1
C -2.24 -0.58 5.55
C -2.75 0.86 6.14
C -2.36 2.17 5.19
I -2.37 3.88 6.55
C -3.20 2.30 3.81
P -5.03 1.65 3.93
C -5.13 -0.24 3.81
C -5.95 2.39 5.43
N -2.53 1.34 2.81
C -1.34 1.98 2.13
N -0.04 1.46 2.15
C 1.14 2.11 1.42
C 2.02 3.13 2.37
O 3.35 3.20 2.10
Br 1.31 4.22 3.90
P 0.35 -0.05 3.06
S -0.57 -1.64 2.42
N -1.52 3.23 1.31
C -2.23 2.99 0.00
C -1.29 3.07 -1.34
O -1.44 2.19 -2.37
F -0.29 4.20 -1.39
C -2.17 4.28 2.17
C -3.36 3.79 3.16
S -4.93 3.69 2.07
H -1.11 -0.81 5.85
H -2.45 -0.74 4.42
H -2.87 -1.41 6.12
H -3.88 0.83 6.45
H -2.15 1.04 7.15
H -1.21 1.99 4.91
H -5.12 -0.69 4.89
H -6.16 -0.59 3.32
H -4.29 -0.72 3.12
H -5.95 1.74 6.40
H -5.50 3.46 5.62
H -7.08 2.56 5.08
H -3.25 1.12 2.07
H 0.85 2.56 0.38
H 1.88 1.20 1.17
H 1.79 -0.32 2.89
H 0.18 0.26 4.45
H -3.14 3.74 -0.19
H -2.73 1.91 0.06
H -1.34 4.84 2.78
H -2.63 5.10 1.43
H -3.59 4.66 3.90
H -4.78 2.65 1.15
O -1.86 -4.76 2.08
H -1.47 -4.00 2.53
H -2.31 -4.36 1.31
C 0.33 0.05 -7.76
C 0.08 1.37 -7.85
C -0.01 2.06 -6.49
O -0.16 3.28 -6.34
C 0.08 1.22 -5.27
C 0.32 -0.10 -5.18
C 0.52 -0.77 -6.54
O 0.82 -1.96 -6.69
O 0.40 -0.81 -4.13
O -0.08 2.06 -8.90
H 0.42 -0.53 -8.67
H -0.06 1.79 -4.36
Ca -1.58 -1.79 -5.80
Br 2.32 0.86 -6.81
O -8.13 0.08 4.45
Cl -9.08 -1.01 4.40
O -10.22 -0.70 5.25
O -8.44 -2.22 4.88
O -9.53 -1.20 3.04
Mg 4.58 1.02 -5.16
Cl 1.58 -2.68 3.35
C 8.75 -5.28 -6.50
C 9.55 -4.02 -6.24
O 8.73 -3.01 -5.62
C 8.53 -3.16 -4.29
O 8.98 -4.05 -3.58
O 7.71 -2.16 -3.87
C 7.35 -2.24 -2.50
H 7.84 -5.04 -7.07
H 9.34 -6.01 -7.06
H 8.42 -5.74 -5.56
H 9.90 -3.60 -7.19
H 10.44 -4.22 -5.63
H 8.23 -2.33 -1.86
H 6.67 -3.09 -2.34
H 6.82 -1.32 -2.23
Mg -7.72 3.28 3.49
O 9.55 -8.04 -5.96
H 9.04 -8.69 -5.44
H 10.46 -8.18 -5.68
*
```

The calculation puts the HOMO-LUMO gap at 1.600 eV. For the total energy, the calculation gives -305114.25261 eV. The max |F| comes out at 10.58 eV/A.

Calculated atomic charges, method Mulliken, unit e: -0.718 -0.213 -0.641 0.152 0.135 0.139 -0.816 -0.484 0.177 -1.758 0.531 -0.329 0.471 -0.458 -0.081 0.254 -0.188 0.607 -0.098 0.103 -0.437 -0.246 -1.092 0.379 -0.347 0.309 -0.130 0.361 0.054 0.502 0.300 0.255 0.350 0.276 0.338 0.388 -0.092 0.420 0.126 0.433 0.213 0.147 0.425 0.240 0.125 0.492 0.612 0.235 -0.576 0.286 0.294 -0.454 0.716 0.180 -0.574 -0.417 0.388 0.154 -0.689 -0.822 -0.597 0.513 0.430 1.581 0.199 -0.629 1.673 -0.637 -0.626 -0.657 0.405 -0.415 -1.026 -0.205 -0.323 0.698 -0.541 -0.283 -0.622 0.294 0.343 0.298 0.289 0.303 0.293 0.311 0.171 0.849 -0.604 0.295 0.309

=====

Computed, not measured: a structure of composition C26H22Cl5N10NaS2, with the ωB97M-V functional and the def2-TZVPD basis.

Geometry as ORCA input:
```
! RIJCOSX wB97M-V def2-TZVPD def2/J DEFGRID3
* xyz -2 1
Na 0.32 0.00 -0.13
C 4.85 2.47 -3.32
S 5.30 1.87 -1.68
C 3.69 1.68 -0.87
S 2.20 1.63 -1.71
N 3.87 1.53 0.39
N 2.82 1.20 1.18
C 2.21 2.13 1.78
C 1.23 1.88 2.86
C 0.48 2.95 3.33
C -0.41 2.76 4.38
C -0.52 1.49 4.93
C 0.27 0.48 4.39
N 1.12 0.65 3.39
H 5.51 2.01 -4.05
H 4.93 3.56 -3.38
H 3.82 2.17 -3.50
H 2.45 3.17 1.57
H 0.58 3.92 2.86
H -1.00 3.58 4.75
H -1.19 1.28 5.75
H 0.21 -0.53 4.79
N -3.64 1.35 2.66
C -2.65 1.76 1.86
N -1.78 0.80 1.70
C -2.30 -0.21 2.45
N -3.44 0.08 3.05
C -1.64 -1.53 2.58
C -2.15 -2.52 3.41
N -1.51 -3.66 3.61
C -0.37 -3.82 2.93
C 0.10 -2.86 2.04
N -0.53 -1.71 1.87
H -4.48 1.83 2.94
H -2.61 2.75 1.42
H -3.09 -2.36 3.93
H 0.18 -4.74 3.09
H 0.98 -3.02 1.42
Cl -0.51 -1.18 -4.22
C -0.91 0.50 -3.85
C -0.84 0.92 -2.53
C -1.19 2.24 -2.36
Cl -1.02 2.93 -0.72
C -1.63 3.10 -3.36
Cl -2.16 4.73 -3.02
C -1.67 2.63 -4.67
Cl -2.19 3.66 -5.96
C -1.28 1.31 -4.92
Cl -1.26 0.74 -6.56
N -3.32 -1.40 -2.12
N -3.36 -0.59 -0.93
H -2.35 -1.62 -2.34
H -3.64 -0.81 -2.88
H -2.64 0.12 -0.99
H -3.09 -1.20 -0.17
C 2.36 -4.56 -1.99
C 0.98 -4.51 -2.11
C 0.27 -3.43 -1.59
C 0.86 -2.32 -0.93
C 2.27 -2.44 -0.83
C 3.01 -3.51 -1.34
H 2.93 -5.39 -2.40
H 0.45 -5.31 -2.62
H -0.82 -3.45 -1.71
H 2.84 -1.65 -0.34
H 4.09 -3.53 -1.24
*
```

The calculation puts the HOMO-LUMO gap at 4.696 eV. For the total energy, the calculation gives -130917.50076 eV. The max |F| comes out at 0.75 eV/A.

Calculated atomic charges, method Mulliken, unit e: 0.406 -0.686 -0.189 0.388 -0.438 -1.032 0.285 -0.571 1.075 -0.661 -0.376 -0.620 -0.199 -0.405 0.289 0.229 0.164 0.273 0.338 0.403 0.370 0.487 0.083 -0.648 0.683 0.703 -0.961 -0.320 -0.476 -0.731 -0.444 -0.472 0.676 0.161 0.459 0.464 0.419 0.447 -0.208 -0.014 -1.091 1.708 -0.192 -0.433 -0.253 0.520 -0.250 -0.400 -0.233 -0.632 -0.463 0.223 0.313 0.276 0.270 -0.227 -0.688 -0.242 -0.288 0.147 -0.784 0.306 0.334 0.131 0.250 0.351

=====

Computed, not measured: an isolated molecule of C4H8O2, with the ωB97M-V functional and the def2-TZVPD basis.

Geometry as ORCA input:
```
! RIJCOSX wB97M-V def2-TZVPD def2/J DEFGRID3
* xyz 0 1
C -1.16 -0.52 -0.93
C -0.49 0.56 -0.10
O -1.49 1.13 0.71
C 0.64 0.01 0.79
C 1.84 -0.51 0.04
O 1.79 -1.36 -0.82
H -1.95 -0.07 -1.54
H -0.43 -1.02 -1.57
H -1.61 -1.27 -0.27
H -0.06 1.32 -0.78
H -1.08 1.79 1.28
H 0.21 -0.81 1.39
H 0.97 0.79 1.49
H 2.82 -0.06 0.31
*
```

The calculation puts the HOMO-LUMO gap at 10.708 eV. For the total energy, the calculation gives -8372.13090 eV. For the energy above the lowest of the compared OMol25 structures with the same formula, charge and spin, the calculation gives 111.0 kJ/mol. The max |F| comes out at 0.51 eV/A.

Calculated atomic charges, method Mulliken, unit e: -1.244 0.296 -0.535 -0.556 -0.024 -0.461 0.323 0.372 0.319 0.236 0.314 0.285 0.363 0.315

=====

Computed, not measured: a cluster of 6 separate species, C35H60N5O8 in total in a non-equilibrium geometry, with the ωB97M-V functional and the def2-TZVPD basis.

Geometry as ORCA input:
```
! RIJCOSX wB97M-V def2-TZVPD def2/J DEFGRID3
* xyz 1 1
C -5.37 5.71 7.44
C -4.51 4.61 6.87
C -3.92 4.90 5.52
C -4.27 3.44 7.58
C -4.77 2.07 7.15
C -3.60 1.13 6.82
C -3.97 -0.22 6.19
C -4.97 -0.05 5.04
C -2.76 -1.11 5.78
C -1.40 -0.43 5.74
N -1.23 0.49 4.62
C -0.89 0.23 3.37
N -0.76 1.21 2.47
C -0.39 0.62 1.34
C -0.08 1.28 0.03
O -0.92 2.33 -0.28
C -0.70 3.54 0.38
C -1.63 4.54 0.11
C -1.49 5.79 0.68
C -0.43 6.08 1.53
C 0.51 5.09 1.79
C 0.37 3.82 1.22
N -0.32 -0.69 1.52
N -0.64 -0.99 2.82
C -0.65 -2.38 3.29
O -0.18 -3.20 2.26
N 1.28 -3.22 2.33
O 1.73 -3.46 1.30
H -5.84 5.40 8.37
H -6.11 5.92 6.67
H -4.82 6.65 7.58
H -3.29 5.78 5.62
H -3.33 4.08 5.13
H -4.69 5.17 4.78
H -3.65 3.50 8.47
H -5.43 2.25 6.30
H -5.33 1.74 8.02
H -2.87 1.70 6.25
H -3.12 0.90 7.78
H -4.52 -0.77 6.95
H -5.91 0.30 5.46
H -5.21 -1.02 4.61
H -4.63 0.66 4.28
H -2.69 -1.93 6.49
H -3.00 -1.57 4.82
H -1.20 0.14 6.64
H -0.63 -1.20 5.74
H -1.40 1.47 4.80
H -0.24 0.52 -0.74
H 0.99 1.53 -0.02
H -2.46 4.35 -0.56
H -2.23 6.56 0.47
H -0.30 7.05 1.99
H 1.36 5.26 2.43
H 1.13 3.08 1.44
H -0.07 -1.34 0.78
H 0.03 -2.50 4.13
H -1.66 -2.72 3.52
C 0.91 -5.96 -3.55
C 1.10 -4.57 -3.02
O 1.23 -3.62 -3.76
C 1.14 -4.40 -1.52
H 0.90 -5.94 -4.64
H 1.73 -6.60 -3.22
H -0.04 -6.37 -3.20
H 1.96 -4.97 -1.10
H 0.20 -4.73 -1.08
H 1.29 -3.35 -1.29
C -0.48 11.36 2.15
C -0.44 10.11 2.99
O -0.52 9.01 2.50
C -0.29 10.30 4.48
H -0.59 11.08 1.10
H -1.33 11.98 2.44
H 0.44 11.93 2.27
H -1.13 10.88 4.87
H 0.64 10.83 4.70
H -0.27 9.33 4.97
C 4.16 -4.94 -5.73
C 3.88 -6.28 -6.38
O 2.79 -6.81 -6.29
C 5.01 -6.92 -7.15
H 3.26 -4.59 -5.22
H 4.97 -5.04 -5.01
H 4.43 -4.21 -6.49
H 5.85 -7.10 -6.48
H 5.32 -6.27 -7.97
H 4.68 -7.86 -7.56
C 0.25 0.06 -7.62
C 1.34 -0.73 -6.93
O 2.48 -0.71 -7.32
C 0.93 -1.55 -5.72
H 0.68 0.60 -8.46
H -0.52 -0.61 -7.99
H -0.19 0.78 -6.93
H 0.19 -2.29 -6.01
H 0.52 -0.89 -4.95
H 1.80 -2.06 -5.33
C 7.05 -8.11 -11.66
C 6.54 -8.73 -10.39
O 5.82 -8.12 -9.63
C 6.98 -10.14 -10.09
H 6.66 -7.10 -11.75
H 8.14 -8.08 -11.66
H 6.71 -8.70 -12.52
H 8.06 -10.20 -10.02
H 6.63 -10.81 -10.88
H 6.54 -10.47 -9.15
*
```

The calculation puts the HOMO-LUMO gap at 5.282 eV. For the total energy, the calculation gives -61086.08935 eV. The max |F| comes out at 2.47 eV/A.

Results of the Mulliken charge analysis, in e, for atoms 1 through 99: -1.354 0.725 -0.990 -0.943 -0.463 -0.717 0.692 -1.809 -0.409 -1.291 -0.065 0.270 -0.470 0.675 -0.675 -0.473 0.733 -0.471 -0.708 -0.575 -0.888 -0.093 -0.259 0.381 -0.210 -0.269 0.098 -0.140 0.363 0.322 0.349 0.370 0.062 0.359 0.358 0.427 0.346 0.036 0.350 0.359 0.443 0.478 0.299 0.395 0.139 0.610 0.463 0.290 0.471 0.320 0.430 0.411 0.856 0.420 0.250 0.178 0.393 0.216 -1.200 0.757 -0.474 -1.043 0.278 0.322 0.429 0.373 0.362 0.191 -1.107 0.728 -0.504 -1.063 0.281 0.335 0.330 0.333 0.326 0.271 -0.645 0.875 -0.548 -1.161 -0.147 0.351 0.357 0.316 0.307 0.313 -1.130 0.783 -0.560 -0.789 0.317 0.316 0.306 0.310 0.274 0.188 -1.102

=====

Computed, not measured: an isolated molecule of C7H10N2O2 in a non-equilibrium geometry, with the ωB97M-V functional and the def2-TZVPD basis.

Geometry as ORCA input:
```
! RIJCOSX wB97M-V def2-TZVPD def2/J DEFGRID3
* xyz 0 1
C 1.88 1.83 0.49
C 0.97 0.80 -0.31
C -0.34 -1.00 0.76
C -1.68 -1.63 0.12
C -2.69 -0.36 -0.35
C -1.54 0.81 -0.11
C 1.65 -0.55 -0.28
H 2.97 1.45 0.29
H 1.65 1.73 1.55
H 1.68 3.01 0.46
H 0.85 1.01 -1.37
H -0.08 -1.25 1.87
H -2.02 -2.31 0.82
H -1.33 -2.27 -0.74
H -3.69 -0.07 0.31
H -2.81 -0.41 -1.62
H 1.58 -2.30 0.15
N -0.36 0.35 0.51
N 0.82 -1.59 0.00
O -1.79 2.04 -0.30
O 2.85 -0.71 -0.60
*
```

The calculation puts the HOMO-LUMO gap at 10.503 eV. For the total energy, the calculation gives -14493.61642 eV. For the energy above the lowest of the compared OMol25 structures with the same formula, charge and spin, the calculation gives 331.9 kJ/mol. The max |F| comes out at 5.34 eV/A.

Calculated atomic charges, method Mulliken, unit e: -1.274 0.534 0.098 -0.899 -0.258 0.224 0.075 0.314 0.355 0.295 0.317 0.275 0.358 0.288 0.288 0.245 0.312 0.024 -0.282 -0.600 -0.687